89
Properties=species:S:1:pos:R:3:forces:R:3 method="wB97M-V/def2-TZVPD" multiplicity=1 gap_ev=4.16 e_lumo_ha=0.0286 charge=-1 de_lowest_ev=1.7545 fmax_ev_per_a=3.12
N -4.934304 1.334408 1.964952 -0.44 1.64 1.03
B -3.565937 0.792606 1.485808 -0.98 1.18 -0.63
C -2.498005 2.026015 1.685845 1.29 0.10 0.91
C -0.928716 1.644922 1.405003 -0.02 2.38 0.62
N -0.165885 2.986862 1.402600 -0.55 -0.07 -1.22
N -0.649528 1.015038 0.058674 -0.18 -0.36 0.99
N -0.277739 0.843175 2.552016 -0.10 0.49 -1.61
P -3.213774 -0.768877 2.536701 0.77 -1.40 1.86
N -4.775230 -1.302973 3.213342 0.80 -1.89 -0.28
O -2.678592 -2.036566 1.421739 0.04 1.92 -0.87
H -5.144949 2.252663 1.484344 0.39 -1.23 0.63
H -4.770523 1.623992 2.975023 -0.70 -0.39 -1.39
H -3.696664 0.495049 0.332178 0.19 -0.17 -0.63
H -2.854562 2.930926 1.014277 0.96 -1.68 1.02
H -2.622255 2.392027 2.815226 0.67 -0.58 -2.99
H -0.864385 3.766327 1.369015 0.91 -1.04 -0.28
H 0.467727 3.015867 0.562789 -0.94 0.17 1.15
H -1.084096 0.073505 -0.053785 0.27 1.37 0.15
H -0.845177 1.653653 -0.742733 -0.24 -0.87 1.28
H 0.610468 0.467775 2.137275 -1.13 0.60 0.71
H -0.034843 1.532218 3.314564 -0.37 -0.96 -1.41
H -5.256219 -1.942645 2.542936 0.06 0.86 0.59
H -4.565838 -1.909262 4.059116 -0.21 1.00 -1.50
H -2.402169 -1.563292 0.575296 -0.84 -0.96 1.58
C -4.151704 -2.296643 -2.712455 0.14 0.20 -0.18
Br -5.956341 -2.101440 -2.012905 0.47 -0.09 -0.09
Br -2.942696 -0.960691 -1.979139 -0.44 -0.44 -0.37
Br -3.471078 -4.102132 -2.465700 0.01 0.40 -0.42
H -4.206466 -2.120256 -3.791767 0.02 -0.08 0.50
C 3.409312 2.134823 -0.521876 0.07 -0.32 0.01
Br 2.916766 1.267842 1.148434 0.36 0.33 -0.54
Br 1.909402 2.231804 -1.756820 0.56 0.08 0.16
Br 4.213866 3.880248 -0.221676 -0.20 -0.36 -0.05
H 4.172601 1.507870 -0.994469 -0.38 0.32 0.19
C -1.626788 -3.342141 -6.026217 0.00 0.03 0.36
Br 0.317383 -3.408277 -6.021832 -0.52 0.00 -0.09
Br -2.289740 -1.526172 -5.809493 0.23 -0.50 -0.19
Br -2.376805 -4.203489 -7.600855 0.12 0.20 0.23
H -1.967985 -3.913053 -5.156351 0.11 0.24 -0.34
C 0.085236 -6.950663 -8.762262 -0.09 0.12 0.16
Br 1.230572 -8.000904 -7.592052 -0.27 0.26 -0.34
Br 1.081846 -5.568137 -9.700139 -0.25 -0.40 0.23
Br -0.922103 -8.075206 -9.988882 0.28 0.27 0.28
H -0.643754 -6.441559 -8.123190 0.33 -0.20 -0.28
C -3.956251 -5.888539 1.772783 -0.37 0.15 0.16
Br -2.850961 -7.061795 0.683749 -0.16 0.22 0.15
Br -3.010212 -5.264920 3.354026 -0.27 -0.14 -0.53
Br -4.684983 -4.412654 0.736132 0.06 -0.61 0.56
H -4.806063 -6.483898 2.122629 0.44 0.23 -0.18
C 5.418223 -1.806444 -2.404102 0.06 -0.29 -0.07
Br 4.925677 -2.673426 -0.733793 0.09 0.31 -0.44
Br 3.918313 -1.709464 -3.639046 0.35 0.05 0.37
Br 6.222777 -0.061020 -2.103902 -0.12 -0.33 -0.06
H 6.181512 -2.433398 -2.876695 -0.33 0.33 0.22
C -1.343473 -5.239885 7.234058 0.07 0.01 -0.32
Br -1.878705 -3.726791 6.134847 0.22 -0.29 0.43
Br -0.209578 -4.692198 8.716805 -0.29 -0.12 -0.29
Br -2.876417 -6.273672 7.838459 0.34 0.25 -0.10
H -0.743056 -5.899700 6.599102 -0.28 0.28 0.32
C -6.379792 -2.692231 -7.687463 0.28 -0.11 -0.05
Br -8.014413 -3.527180 -8.331722 0.37 0.24 0.19
Br -6.229531 -0.844688 -8.277566 -0.07 -0.46 0.18
Br -6.196962 -2.852888 -5.757516 -0.18 0.05 -0.47
H -5.543527 -3.239741 -8.134585 -0.36 0.26 0.20
C 9.759288 1.070626 -0.212201 -0.23 -0.11 0.07
Br 10.864577 -0.102629 -1.301236 -0.24 0.32 0.25
Br 10.705328 1.694245 1.369042 -0.20 -0.13 -0.44
Br 9.030557 2.546512 -1.248852 0.21 -0.35 0.24
H 8.909475 0.475268 0.137645 0.37 0.26 -0.16
C -1.751952 3.304044 6.286789 -0.49 0.13 0.04
Br -0.606617 2.253802 7.456998 -0.34 0.09 -0.08
Br -0.755342 4.686569 5.348911 -0.53 -0.24 0.19
Br -2.759293 2.179500 5.060169 0.48 0.17 1.10
H -2.480943 3.813147 6.925860 0.43 -0.21 -0.23
C 9.872498 6.024216 -4.021990 0.02 0.23 -0.08
Br 10.659169 4.752875 -5.266592 -0.21 0.27 0.35
Br 7.957941 5.746921 -3.817542 0.50 -0.01 0.00
Br 10.791439 6.021973 -2.307501 -0.25 -0.04 -0.43
H 10.006775 7.020750 -4.455485 -0.06 -0.47 0.20
C -1.071333 6.946434 1.700690 -0.04 -0.32 -0.04
Br -1.606564 8.459529 0.601480 0.12 -0.28 0.27
Br 0.062563 7.494122 3.183437 -0.26 -0.07 -0.34
Br -2.604276 5.912647 2.305090 0.41 0.37 -0.23
H -0.470916 6.286620 1.065733 -0.23 0.29 0.29
C 3.064943 4.108910 7.280892 -0.25 -0.30 -0.01
Br 5.009113 4.042773 7.285278 -0.40 0.07 -0.01
Br 2.401989 5.924879 7.497616 0.19 -0.40 -0.08
Br 2.314925 3.247562 5.706254 0.80 0.26 0.33
H 2.723744 3.537997 8.150758 0.15 0.28 -0.38